77
Properties=species:S:1:pos:R:3:forces:R:3 method="wB97M-V/def2-TZVPD" spin_multiplicity=3 gap_ha="0.2151 / 0.2196" s_squared=2.0090 de_lowest_kj_mol=0.0 e_homo_ev="-9.2 / -9.4" charge=+1
Ti -0.7172 0.1083 0.6403 -0.4 0.1 0.1
N 1.6178 -2.0557 0.9557 0.0 0.0 0.0
P 1.5395 -0.4414 1.5305 0.2 0.0 0.1
C 2.9606 0.3585 0.7200 0.0 0.1 0.0
C 3.1798 1.7071 1.0054 0.0 0.0 0.0
C 4.1728 2.4104 0.3451 0.0 0.0 0.0
C 4.9519 1.7759 -0.6168 0.0 0.0 0.0
C 4.7382 0.4376 -0.9068 0.0 0.0 0.0
C 3.7438 -0.2700 -0.2410 0.0 0.0 0.0
C 2.0667 -0.6157 3.2485 0.1 0.0 0.0
C 3.3730 -0.9976 3.5581 0.0 0.0 0.0
C 3.7526 -1.1656 4.8789 0.0 0.0 0.0
C 2.8337 -0.9395 5.8971 0.0 0.0 0.0
C 1.5397 -0.5435 5.5959 0.0 0.0 0.0
C 1.1550 -0.3822 4.2727 0.0 0.0 0.0
C 0.7741 -2.5101 -0.0296 0.0 0.0 0.0
C 0.8177 -3.8407 -0.4618 0.0 0.0 0.0
C -0.0100 -4.2326 -1.4863 0.0 0.0 0.0
C -0.8672 -3.3075 -2.0832 0.0 0.0 0.0
C -0.8725 -2.0327 -1.5833 0.0 0.0 0.0
N -0.0813 -1.6255 -0.5675 0.1 -0.1 -0.1
H 2.1924 -2.7441 1.4181 0.0 0.0 0.0
H 2.5710 2.2095 1.7505 0.0 0.0 0.0
H 4.3419 3.4533 0.5784 0.0 0.0 0.0
H 5.7270 2.3264 -1.1333 0.0 0.0 0.0
H 5.3483 -0.0613 -1.6485 0.0 0.0 0.0
H 3.5789 -1.3152 -0.4740 0.0 0.0 0.0
H 4.1000 -1.1457 2.7669 0.0 0.0 0.0
H 4.7650 -1.4631 5.1168 0.0 0.0 0.0
H 3.1319 -1.0669 6.9293 0.0 0.0 0.0
H 0.8275 -0.3623 6.3896 0.0 0.0 0.0
H 0.1428 -0.0751 4.0377 0.0 0.0 0.0
H 1.4953 -4.5367 0.0139 0.0 0.0 0.0
H 0.0065 -5.2597 -1.8267 0.0 0.0 0.0
H -1.5314 -3.5821 -2.8882 0.0 0.0 0.0
H -1.5385 -1.2790 -1.9871 0.0 0.0 0.0
Br 1.1095 4.3861 -4.4162 0.0 0.0 0.0
C 0.6595 3.2261 -3.0146 -0.1 0.0 0.0
C 1.3153 2.0156 -2.8735 0.1 0.0 -0.1
C 0.9430 1.1915 -1.8329 -0.1 0.0 0.1
N -0.0061 1.5114 -0.9437 -0.1 0.1 -0.2
C -0.6266 2.6994 -1.0781 -0.1 -0.1 0.1
C -0.3316 3.5747 -2.1118 0.1 0.0 0.1
C -1.6651 2.9896 -0.0521 0.1 -0.1 -0.1
C -2.5132 4.0825 -0.1344 0.0 0.0 0.1
C -3.4476 4.2701 0.8705 0.0 0.0 0.0
Br -4.6157 5.7334 0.8076 0.0 0.0 0.0
C -3.5176 3.3670 1.9182 -0.1 0.0 0.1
C -2.6552 2.2900 1.9098 0.1 0.0 -0.1
N -1.7444 2.0942 0.9466 0.0 0.0 0.0
H 2.0953 1.7144 -3.5571 0.0 0.0 0.0
H 1.4179 0.2305 -1.6948 0.0 0.0 0.0
H -0.8406 4.5204 -2.2101 0.0 0.0 0.0
H -2.4602 4.7764 -0.9583 0.0 0.0 0.0
H -4.2344 3.4855 2.7174 0.0 0.0 0.0
H -2.6905 1.5293 2.6803 0.0 0.0 0.0
C -5.0178 -4.8027 -2.2239 0.0 0.0 0.0
C -4.2909 -4.0416 -1.1506 0.0 0.0 0.0
C -4.3341 -2.6576 -1.0885 0.0 0.0 0.0
C -3.6671 -1.9493 -0.0917 0.0 0.0 0.0
C -3.7452 -0.4489 -0.1172 0.0 0.0 -0.1
C -2.9391 -2.6328 0.8865 -0.1 -0.1 0.0
Te -1.9193 -1.6101 2.4540 0.0 0.1 0.1
C -2.8777 -4.0344 0.8351 0.0 0.0 0.0
C -2.1216 -4.8455 1.8506 0.0 0.0 0.0
C -3.5509 -4.7062 -0.1800 0.0 0.0 0.0
H -5.5625 -4.1312 -2.8864 0.0 0.0 0.0
H -5.7348 -5.5019 -1.7918 0.0 0.0 0.0
H -4.3250 -5.3877 -2.8324 0.0 0.0 0.0
H -4.9069 -2.1113 -1.8309 0.0 0.0 0.0
H -4.4569 -0.1002 -0.8663 0.0 0.0 0.0
H -2.7816 0.0005 -0.4168 0.0 0.0 0.0
H -4.0118 -0.0336 0.8538 0.0 0.0 0.0
H -1.1342 -4.4256 2.0472 0.0 0.0 0.0
H -2.0077 -5.8750 1.5118 0.0 0.0 0.0
H -2.6472 -4.8620 2.8083 0.0 0.0 0.0
H -3.4997 -5.7901 -0.2078 0.0 0.0 0.0

=====

73
Properties=species:S:1:pos:R:3:forces:R:3 method="wB97M-V/def2-TZVPD" gap_ha=0.3085 de_lowest_kj_mol=0.0 e_homo_ev=-7.7
C 2.3376 3.4203 1.0114 -0.3 -0.1 -0.4
C 2.7356 3.3471 -0.4688 0.6 -0.5 0.2
P 1.5060 2.4347 -1.4928 -2.1 0.3 0.0
C 1.8697 2.8483 -3.2408 0.6 -0.1 0.0
C 0.6805 2.5353 -4.1485 0.0 0.1 0.2
C 1.9319 0.6078 -1.3401 2.1 0.9 0.0
C 1.5613 0.0698 0.0364 -0.8 -0.7 0.0
C 0.2280 -0.6912 0.1067 0.0 0.7 -1.0
C -1.0282 0.1831 -0.1447 0.1 -0.1 0.0
C -1.9636 -0.0063 1.0489 0.2 0.3 -0.1
C -1.6676 -0.0847 -1.5310 0.0 -0.5 0.4
C -3.1847 -0.2504 -1.5914 0.0 0.6 -1.5
C -4.0724 0.9504 -1.3977 0.2 0.1 0.2
C -3.7641 2.2149 -1.0792 -0.2 -0.1 -0.1
C -4.7160 3.0187 -0.2312 -0.6 0.4 -1.3
C -2.5589 2.9883 -1.5339 0.5 -0.5 1.0
C 3.4927 0.5093 -1.5797 0.0 -0.2 -0.2
O 3.7238 -0.4601 -2.6343 -0.2 -0.1 -0.1
S 2.4124 -1.3432 -2.7214 0.5 -0.6 0.0
O 2.4560 -2.2531 -1.6277 -0.2 0.1 0.3
O 2.1790 -1.8605 -4.0114 0.1 0.3 -0.5
O 1.4234 -0.1496 -2.4593 -0.8 0.1 0.3
H 2.6561 2.5283 1.5393 0.1 0.0 0.2
H 1.2530 3.4671 1.0871 -0.1 0.1 0.1
H 2.7534 4.3049 1.4824 0.1 0.0 0.1
H 2.7789 4.3501 -0.8890 -0.2 0.1 -0.2
H 3.7473 2.9465 -0.5467 0.2 0.1 -0.1
H 2.7843 2.3723 -3.6022 0.0 -0.1 -0.1
H 2.0684 3.9196 -3.2661 0.1 0.1 0.1
H -0.0769 3.3061 -4.0323 -0.2 0.0 0.0
H 0.2308 1.5813 -3.8903 0.0 -0.1 -0.1
H 0.9766 2.5225 -5.1929 0.1 -0.1 -0.1
H 2.3253 -0.6398 0.3444 0.2 0.1 0.3
H 1.4784 0.8903 0.7451 0.3 0.2 0.1
H 0.1676 -1.1457 1.0749 0.0 -0.1 0.4
H 0.2968 -1.4992 -0.6194 -0.2 -0.2 0.1
H -0.6908 1.2192 -0.1377 -0.1 0.2 0.1
H -2.4494 -0.9800 1.0162 0.0 -0.1 0.1
H -1.3530 0.0493 1.9466 -0.4 0.0 -0.1
H -2.7233 0.7697 1.1003 -0.2 0.0 -0.1
H -1.2602 -1.0322 -1.8858 0.0 -0.1 -0.1
H -1.3489 0.6468 -2.2681 0.1 0.2 0.0
H -3.5264 -1.0142 -0.8970 0.0 0.0 0.2
H -3.4042 -0.6592 -2.5856 0.0 -0.2 0.0
H -5.1341 0.7318 -1.4869 -0.1 -0.3 1.0
H -5.2620 3.7390 -0.8527 0.0 0.2 0.1
H -5.4626 2.3921 0.2412 0.1 -0.1 0.3
H -4.1590 3.6148 0.4874 0.0 -0.1 0.3
H -1.7918 3.0353 -0.7559 0.1 0.1 0.0
H -2.0904 2.5558 -2.4069 0.0 0.1 -0.2
H -2.8696 4.0154 -1.7139 0.0 0.1 -0.2
H 3.9188 1.4199 -1.9786 0.1 0.1 0.1
H 4.0079 0.2025 -0.6745 0.1 -0.1 0.0
C -1.3137 -2.0482 5.2315 -0.1 0.1 -0.1
C -0.2138 -1.3578 4.4625 0.1 -0.1 -0.1
O -0.4535 -0.4687 3.6805 0.2 0.0 0.4
C 1.1956 -1.8329 4.7103 0.0 0.1 -0.1
H -2.2734 -1.6156 4.9594 0.0 0.0 0.0
H -1.3212 -3.1136 4.9955 0.1 0.0 0.1
H -1.1560 -1.9255 6.3043 0.0 -0.1 0.0
H 1.2827 -2.8886 4.4510 0.0 0.0 0.1
H 1.4560 -1.7002 5.7623 0.0 -0.1 0.0
H 1.8840 -1.2603 4.0939 0.0 0.0 0.0
C 1.4357 -4.7688 0.0123 0.0 0.3 0.0
C 0.7210 -4.3412 1.2674 0.0 -0.1 0.0
O 0.6547 -3.1785 1.5980 0.1 -0.3 0.3
C 0.0806 -5.4283 2.0992 0.0 0.2 0.1
H 1.8353 -3.8924 -0.4912 0.0 -0.1 0.0
H 2.2517 -5.4502 0.2586 -0.1 -0.1 0.0
H 0.7412 -5.2795 -0.6571 0.0 -0.1 0.0
H 0.8383 -6.1402 2.4311 0.0 -0.1 -0.1
H -0.6671 -5.9604 1.5093 0.1 -0.1 0.0
H -0.4015 -4.9878 2.9694 0.0 0.0 0.0

=====

81
Properties=species:S:1:pos:R:3:forces:R:3 method="wB97M-V/def2-TZVPD" gap_ha="0.1794 / 0.1890" de_lowest_kj_mol=35.5 e_homo_ev="-6.3 / -6.5"
Y -0.0576 0.0212 0.1635 -0.1 -0.6 -1.1
C -6.4224 -1.3860 0.0400 0.0 0.0 0.0
C -6.5081 -0.2004 -0.7025 0.0 0.0 0.0
C -5.4439 0.6839 -0.7647 0.0 0.0 0.0
C -4.2901 0.3541 -0.0678 0.1 0.1 0.0
C -2.9979 1.0349 0.0744 -0.1 0.1 0.1
N -2.1758 0.2376 0.8237 -0.5 0.1 0.2
C -2.8656 -0.8556 1.2636 0.0 0.1 0.2
N -2.4587 -1.7075 2.1910 0.1 0.1 0.0
C -1.2169 -1.7070 2.6747 -0.1 0.0 0.1
C -0.8401 -2.2306 3.9833 -0.1 -0.1 -0.1
C -1.5817 -2.8005 5.0103 0.0 -0.1 0.0
C -0.9121 -3.1289 6.1766 0.1 0.0 0.0
C 0.4602 -2.8790 6.3240 -0.1 0.0 0.0
C 1.1950 -2.2934 5.3070 0.0 -0.1 0.0
C 0.5257 -1.9810 4.1312 0.1 0.0 -0.1
C 0.9644 -1.3222 2.9024 0.0 0.0 0.1
N 2.2236 -0.9438 2.6643 -0.1 0.0 -0.1
C 2.5491 -0.0124 1.7937 0.0 0.1 0.2
N 1.7074 0.9124 1.2458 0.2 0.1 0.1
C 2.4405 1.8183 0.5212 0.0 0.1 0.2
N 1.9838 2.9048 -0.0547 -0.2 0.0 -0.1
C 0.6613 3.1557 -0.1597 0.0 0.0 0.1
N -0.3310 2.2406 -0.0850 -0.1 0.6 0.1
C -1.5391 2.8388 -0.3065 -0.1 0.0 0.0
N -2.7401 2.2513 -0.3628 0.2 0.0 0.0
C -1.3055 4.2554 -0.5350 -0.2 0.0 0.0
C -2.1684 5.3219 -0.7799 0.1 0.0 0.0
C -1.6086 6.5746 -0.9387 0.1 0.0 0.0
C -0.2181 6.7726 -0.8497 -0.1 0.0 0.0
C 0.6391 5.7188 -0.5996 0.0 0.0 0.0
C 0.0780 4.4524 -0.4462 0.2 0.1 0.0
C 3.8569 1.4206 0.5685 -0.1 0.2 -0.1
C 4.9871 1.9540 -0.0266 0.0 0.0 0.0
C 6.1926 1.3040 0.1970 0.0 0.0 0.0
C 6.2598 0.1559 0.9937 0.0 0.0 0.0
C 5.1228 -0.3722 1.5878 0.0 0.0 0.0
C 3.9247 0.2815 1.3610 -0.1 -0.1 0.1
N -0.1034 -1.1891 2.0754 -0.1 0.0 0.5
C -4.2060 -0.8262 0.6715 0.0 -0.1 0.1
C -5.2715 -1.7135 0.7370 0.0 0.0 0.0
H -7.2739 -2.0538 0.0679 0.0 0.0 0.0
H -7.4242 0.0252 -1.2335 0.0 0.0 0.0
H -5.5034 1.6057 -1.3289 0.0 0.0 0.0
H -2.6425 -2.9805 4.8948 0.0 0.0 0.0
H -1.4558 -3.5827 6.9956 0.0 0.0 0.0
H 0.9485 -3.1444 7.2527 0.0 0.0 0.0
H 2.2520 -2.0874 5.4145 0.0 0.0 0.0
H -3.2376 5.1649 -0.8397 0.0 0.0 0.0
H -2.2509 7.4249 -1.1296 0.0 0.0 0.0
H 0.1826 7.7706 -0.9752 0.0 0.0 0.0
H 1.7093 5.8630 -0.5237 0.0 0.0 0.0
H 4.9253 2.8410 -0.6434 0.0 0.0 0.0
H 7.0983 1.6876 -0.2550 0.0 0.0 0.0
H 7.2158 -0.3291 1.1432 0.0 0.0 0.0
H 5.1607 -1.2635 2.1999 0.0 0.0 0.0
H -5.1997 -2.6246 1.3169 0.0 0.0 0.0
C 0.6339 -3.3774 -3.6512 -0.2 0.0 -0.3
Si 1.7204 -3.4594 -2.1423 -0.1 0.0 -0.1
C 1.0925 -4.7716 -0.9941 -0.1 -0.3 0.2
C 3.4645 -3.8366 -2.6511 0.3 0.0 0.0
Se 1.7031 -1.4972 -1.1083 1.0 -0.2 -0.2
H 0.6636 -4.3098 -4.2244 0.0 0.0 0.0
H 0.9664 -2.5655 -4.3038 0.0 0.0 0.0
H -0.4022 -3.1884 -3.3569 0.0 0.0 0.0
H 1.1987 -5.7685 -1.4342 0.0 0.0 0.0
H 0.0382 -4.6061 -0.7612 0.0 0.0 0.0
H 1.6545 -4.7446 -0.0581 0.0 0.0 0.0
H 3.5498 -4.7947 -3.1724 0.0 0.0 0.0
H 4.1026 -3.8656 -1.7647 0.0 0.0 -0.1
H 3.8381 -3.0473 -3.3075 0.0 0.0 0.0
C -1.4312 0.1597 -4.5724 -0.2 0.0 -0.1
S -0.1955 0.3410 -3.3087 -0.2 -0.3 0.4
C 0.0548 2.0978 -3.4513 0.0 0.2 0.0
O -0.9999 0.1653 -2.0217 0.2 0.1 -0.3
H -2.2602 0.8369 -4.3654 0.0 0.0 0.0
H -1.7664 -0.8755 -4.5375 0.0 0.0 0.0
H -0.9738 0.3685 -5.5399 0.0 0.0 0.0
H 0.3566 2.3162 -4.4762 0.0 0.0 0.0
H 0.8529 2.3843 -2.7673 0.0 0.0 0.0
H -0.8753 2.6050 -3.1892 0.0 0.0 0.0

=====

74
Properties=species:S:1:pos:R:3:forces:R:3 method="wB97M-V/def2-TZVPD" gap_ha=0.3184 smiles=CCN(CC)CC.CCN(CC)CC.CCN(CC)CC.ClCCCl de_lowest_kj_mol=1319.4 e_homo_ev=-7.9
Cl 2.2829 1.9626 0.6159 0.0 1.8 -0.1
C 1.2179 0.6058 0.5276 8.7 -2.2 -4.0
C 1.3366 -0.0615 -0.8227 -0.5 -3.0 -0.6
Cl 3.0247 -0.5673 -1.2785 -0.5 0.2 0.3
H 0.3286 0.6455 0.7604 -8.9 1.4 2.7
H 1.7658 -0.0540 1.0747 0.7 -2.0 2.6
H 1.0393 0.6333 -1.5133 -0.6 1.5 -2.3
H 0.7128 -1.0512 -1.0550 1.0 2.2 1.3
C 0.2945 -2.9371 -3.4365 -9.0 -7.0 4.1
C 0.4661 -3.9037 -2.2321 2.0 1.4 1.8
N -0.4280 -3.6951 -1.0806 -0.9 -0.1 1.3
C -1.7720 -4.0898 -1.3148 -2.4 8.8 -0.8
C -2.0956 -5.0704 -2.2136 -2.5 -6.6 -3.2
C -0.0770 -4.1564 0.2625 3.5 -3.3 -0.3
C -0.5789 -3.2844 1.4383 1.9 -3.1 -0.4
H 0.9306 -3.0444 -4.1070 6.2 -0.8 -5.7
H 0.1341 -2.0367 -3.0763 -1.0 4.4 1.2
H -0.7061 -3.5159 -3.8938 2.0 2.5 0.5
H 1.3206 -3.4487 -1.7424 1.2 -0.7 -0.1
H 0.6765 -4.9594 -2.4709 -0.2 0.3 -0.2
H -2.1630 -3.2006 -2.0673 0.7 -0.5 2.2
H -2.6451 -4.0146 -0.5092 2.6 -0.2 -0.9
H -1.4693 -5.4494 -3.1297 -1.1 1.8 1.4
H -3.1956 -4.7299 -2.4563 1.9 -1.9 -0.3
H -2.0572 -5.9921 -1.6098 -0.8 -0.7 -0.5
H 1.1040 -4.4066 0.2442 -2.3 1.2 0.4
H -0.4405 -5.2263 0.3735 0.0 0.9 0.1
H -0.2723 -2.3790 1.0918 -0.1 3.3 -0.4
H -0.0422 -3.4951 2.3847 -0.4 -0.2 -0.6
H -1.6020 -3.5136 1.5213 -1.4 0.6 0.4
C -1.1178 0.4947 -4.7106 4.3 3.9 -4.2
C -0.4132 1.8374 -4.4923 1.7 -0.7 1.2
N -0.2746 2.2226 -3.0942 -3.2 0.5 1.7
C 0.6748 3.2616 -2.8551 3.0 -4.9 4.2
C 0.9978 4.2776 -3.7880 -3.5 4.6 -3.1
C -1.5342 2.6027 -2.4513 -3.0 0.3 -2.1
C -1.6640 2.7822 -0.9555 -2.0 -3.7 1.3
H -0.9898 -0.2867 -4.1488 1.8 -4.0 3.8
H -0.6025 0.3026 -5.6773 -1.0 -0.8 0.2
H -2.0968 0.4900 -4.8461 -4.5 0.9 -0.9
H -1.0028 2.5734 -4.9721 -0.5 1.0 -1.1
H 0.6618 1.8331 -4.9730 -2.1 0.0 1.0
H 1.4851 2.4654 -2.7085 0.9 1.7 -1.1
H 0.8521 3.5336 -1.6851 -1.5 0.1 -2.7
H 0.8780 4.4429 -4.8899 -0.1 -2.3 0.4
H 1.9543 4.4495 -3.6430 4.8 1.3 0.6
H 0.5019 5.2735 -3.6721 0.1 -0.4 1.2
H -2.4381 2.0030 -2.8837 1.8 -0.3 1.3
H -2.0575 3.5294 -2.7796 1.3 0.7 -0.8
H -2.8599 2.9094 -0.8788 2.8 0.0 0.6
H -1.0804 3.4938 -0.3579 -0.3 0.2 -0.8
H -1.4074 1.7262 -0.4799 -0.7 2.0 -0.5
C 3.2167 1.2004 4.1723 1.6 -6.3 1.5
C 1.9989 0.6007 4.9654 -0.2 1.6 -0.9
N 0.7699 1.0385 4.3645 -1.4 2.8 -2.5
C -0.4746 0.3453 4.5592 -0.8 1.6 -4.2
C -0.7758 -0.0367 5.8301 -1.3 -2.6 8.9
C 0.5057 2.4658 4.4853 -1.5 -1.6 -2.9
C -0.2931 3.0582 3.3024 0.9 2.0 3.0
H 3.4047 0.7036 3.1583 -0.3 0.4 1.5
H 4.1151 0.9857 4.8954 -1.3 0.8 -1.7
H 3.0539 2.1590 3.9787 -0.4 4.2 -0.5
H 1.9847 1.1094 5.9222 0.7 -0.5 1.0
H 1.9687 -0.4701 5.0361 0.4 -0.5 0.2
H -0.3314 -0.5051 4.0548 0.7 -3.6 -2.3
H -1.6464 0.5558 4.0769 3.7 0.9 0.6
H 0.0810 -0.1777 6.7181 -1.7 0.2 -2.8
H -1.2966 -1.0272 5.6994 0.3 0.8 0.9
H -1.4860 0.6172 6.3569 0.1 -0.1 0.0
H 1.3313 3.0616 4.6426 2.2 1.0 -0.1
H -0.0637 2.6497 5.3002 -2.0 0.4 3.2
H -1.2921 2.9660 3.0852 -2.8 -2.2 0.4
H 0.1606 2.8137 2.4182 1.7 0.5 -2.4
H -0.4885 4.1047 3.6355 1.5 0.2 -1.0